No. 1
{"formula": "C3H8NOS", "method": "the ωB97M-V functional and the def2-TZVPD basis", "total_charge": 1, "orbital_gap_ev": 9.658, "e_above_lowest_kcal_mol": 8.72, "mol_weight_da": 106.2, "e_tot_ev": -17606.05402, "multiplicity": 1, "symbols": ["C", "H", "O", "H", "H", "S", "N", "C", "H", "H", "H", "C", "H", "H"], "positions_angstrom": [[-0.24054, 0.43068, 0.43953], [1.21074, -2.40483, 1.24887], [-0.32985, 2.06188, -1.26418], [1.41800, 1.24314, -0.85935], [-0.90485, -1.59251, 0.95489], [1.25358, -1.82494, 0.04385], [-1.55156, 1.08557, 0.80304], [0.35775, 1.26652, -0.67387], [0.44974, 0.56817, 1.27674], [-1.52034, 2.07499, 0.52571], [-1.79509, 0.98580, 1.78766], [-0.42077, -1.05725, 0.15548], [-2.32012, 0.68379, 0.25826], [-0.87792, -1.18437, -0.82463]]}


No. 2
{"formula": "C3H8NOS", "method": "the ωB97M-V functional and the def2-TZVPD basis", "total_charge": 1, "orbital_gap_ev": [7.987, 3.964], "e_above_lowest_kcal_mol": 27.08, "mol_weight_da": 106.2, "s2": 2.007, "e_tot_ev": -17600.90196, "multiplicity": 3, "symbols": ["C", "C", "H", "H", "H", "H", "H", "S", "N", "H", "O", "H", "C", "H"], "positions_angstrom": [[-0.96886, 0.70016, 0.74178], [-0.34007, -0.10680, -1.27446], [0.39304, 0.43505, -1.89312], [-2.11446, 1.15825, -2.05463], [4.78556, -2.36757, 0.80552], [0.83111, -0.46889, 0.47448], [-0.23259, -1.12951, -1.56088], [3.72444, -1.57467, 0.76037], [-0.00055, 0.04943, 0.16183], [-2.57063, -0.30572, -1.46522], [-1.93846, 1.01210, -0.01959], [-0.96366, 0.78383, 1.75862], [-1.77441, 0.41855, -1.29638], [3.89302, -1.13086, 1.97813]]}


No. 3
{"formula": "C3H8NOS2", "method": "the ωB97M-V functional and the def2-TZVPD basis", "total_charge": 1, "orbital_gap_ev": 10.063, "e_above_lowest_kcal_mol": 18.06, "mol_weight_da": 138.2, "e_tot_ev": -28440.86755, "multiplicity": 1, "symbols": ["C", "H", "O", "H", "C", "H", "H", "H", "H", "S", "S", "C", "H", "H", "N"], "positions_angstrom": [[0.68055, -0.49480, -0.69231], [0.54475, -1.43490, 1.16668], [1.84060, -1.14320, -0.54566], [-1.51368, 1.57489, -0.25422], [-0.84882, 0.11911, 1.20508], [-0.53624, 2.32064, 1.13779], [2.31247, -1.20437, -1.39261], [-0.25161, 0.36850, 2.10627], [-0.69978, -1.68459, 0.13070], [-0.17460, -0.66372, -2.35328], [0.99833, 1.30590, -0.33892], [-0.66193, 1.49450, 0.43832], [-1.76641, -0.21130, 1.33399], [0.19778, 0.62840, -2.43021], [-0.12142, -0.97507, 0.48838]]}


No. 4
{"formula": "C3H8NP", "method": "the ωB97M-V functional and the def2-TZVPD basis", "orbital_gap_ev": 9.000, "e_above_lowest_kcal_mol": 28.44, "mol_weight_da": 89.1, "e_tot_ev": -14017.53801, "multiplicity": 1, "symbols": ["N", "H", "C", "P", "H", "H", "H", "C", "C", "H", "H", "H", "H"], "positions_angstrom": [[-0.51328, -0.07540, 0.02036], [0.06385, -1.67264, 1.32270], [0.43565, -1.05623, 0.52727], [0.09011, 1.30940, -0.83683], [-2.36252, -0.64807, 0.36585], [1.43330, -0.49233, 0.64383], [-2.35068, 1.02850, 0.37198], [-1.79427, 0.16490, 0.73561], [1.65445, 1.07492, -1.41032], [2.46145, 0.31246, -0.98510], [-1.79774, 0.06745, 1.84421], [1.98541, 1.65105, -2.25101], [0.69428, -1.66401, -0.34856]]}


No. 5
{"formula": "C3H8NPS", "method": "the ωB97M-V functional and the def2-TZVPD basis", "orbital_gap_ev": [6.795, 6.804], "e_above_lowest_kcal_mol": 63.40, "mol_weight_da": 121.1, "e_tot_ev": -24851.69204, "multiplicity": 1, "symbols": ["S", "H", "H", "H", "C", "C", "H", "H", "P", "H", "N", "H", "H", "C"], "positions_angstrom": [[0.65487, -1.61990, -0.10497], [3.29116, 1.04773, 0.33347], [-1.61325, -2.07264, 0.11100], [-1.42360, -1.52708, -1.45717], [2.35183, 0.69479, 0.55295], [-1.09470, -1.28345, -0.43826], [-2.67418, 0.18782, 0.16226], [-1.33695, 1.27824, -1.41492], [1.53394, 0.09424, -0.90141], [1.84811, 1.64443, 0.92550], [-1.05211, 1.22279, -0.48362], [2.39284, -0.09363, 1.39411], [-1.27088, 0.29178, 1.16000], [-1.60707, 0.13487, 0.16107]]}


No. 6
{"formula": "C3H8NPS", "method": "the ωB97M-V functional and the def2-TZVPD basis", "orbital_gap_ev": [8.654, 6.874], "e_above_lowest_kcal_mol": 74.52, "mol_weight_da": 121.1, "e_tot_ev": -24851.20981, "multiplicity": 1, "symbols": ["H", "H", "N", "C", "C", "H", "C", "H", "P", "H", "H", "H", "S", "H"], "positions_angstrom": [[-1.80389, 1.85200, -0.78505], [-3.06989, -0.39141, -0.19020], [-1.58254, 1.28378, 0.02323], [-1.04151, -1.07105, -0.65834], [2.81616, 0.48338, 0.56188], [-0.93045, -0.46418, -1.65047], [-1.99395, -0.04851, 0.12806], [-2.05081, -0.24870, 1.13477], [1.57630, 0.24842, -0.73831], [3.49991, 1.32284, 0.42289], [2.38969, 0.57237, 1.46418], [3.41177, -0.38412, 0.69488], [0.44547, -1.25674, 0.29847], [-1.66627, -1.89808, -0.70600]]}